The following is a quantum chemistry calculation of an isolated ion of composition C12H11N2O2 and charge -1, from the Open Molecules 2025 dataset.

```
27
Properties=species:S:1:pos:R:3:lowdin_charge:R:1
C 3.9911 2.1934 -3.9211 -0.086
O 3.0290 2.3972 -2.8854 -0.090
C 2.6560 1.2977 -2.1958 -0.549
O 3.1926 0.2056 -2.2862 0.026
C 1.4959 1.5783 -1.3399 -0.150
N 0.9815 0.6086 -0.6717 -0.074
N -0.1806 0.7167 -0.1457 -0.044
C -0.1982 0.1347 1.1524 -0.338
C 0.6804 -1.1021 1.3161 -0.014
C -0.0924 -2.2013 1.5504 -0.041
C -1.5007 -1.8261 1.6219 -0.193
C -2.6505 -2.5544 1.9668 -0.055
C -3.8667 -1.8760 2.1166 -0.122
C -3.9380 -0.4881 1.8958 -0.110
C -2.7842 0.2438 1.5524 -0.040
C -1.5942 -0.4376 1.4171 -0.145
H 4.0822 3.1748 -4.3811 0.076
H 4.9584 1.8833 -3.5134 0.083
H 3.6441 1.4617 -4.6608 0.088
H 1.0936 2.5982 -1.3163 0.084
H 0.0239 0.9409 1.8669 0.134
H 1.7620 -1.0226 1.2271 0.097
H 0.2384 -3.2274 1.6812 0.092
H -2.5594 -3.6265 2.1532 0.097
H -4.7627 -2.4254 2.4148 0.085
H -4.8900 0.0293 1.9972 0.083
H -2.8115 1.3233 1.3878 0.107
```

- net charge = -1
- calculated total energy (hartree) = -723.8277
- 2S+1 = 1
- HOMO level (eV) = -2.44